(1)
39
Properties=species:S:1:pos:R:3:mulliken_charge:R:1 method="wB97M-V/def2-TZVPD" lumo_ev="1.72 / 0.01" gap_ev="4.80 / 6.35" largest_force_ev_per_a=0.67 e_above_lowest_ev=0.000 energy_ha=-3411.09008 multiplicity=5 total_charge=-1
Ir -0.14 0.23 0.30 0.7046
O 1.14 3.84 -0.96 -0.6666
C 0.57 2.86 -0.52 -0.0426
N 1.10 1.67 -0.10 0.0011
C 2.50 1.29 -0.15 0.0009
O 3.39 2.08 -0.45 -0.7414
C 2.68 -0.08 0.21 0.3597
C 3.95 -0.70 0.19 -0.8759
C 4.09 -2.00 0.56 -0.1652
C 2.94 -2.73 0.99 -1.0139
C 1.73 -2.11 0.98 0.0021
N 1.57 -0.83 0.59 0.2388
C -0.94 2.88 -0.37 0.6229
C -1.66 4.04 -0.58 -0.5569
C -3.04 4.01 -0.38 -0.2102
C -3.64 2.83 0.02 -0.9601
C -2.86 1.70 0.20 0.0986
N -1.54 1.73 0.00 0.0765
H 4.79 -0.10 -0.13 0.4274
H 5.06 -2.48 0.53 0.4156
H 3.02 -3.76 1.32 0.3894
H 0.83 -2.62 1.30 0.5635
H -1.12 4.92 -0.88 0.4992
H -3.63 4.90 -0.52 0.4191
H -4.70 2.77 0.21 0.4023
H -3.27 0.75 0.53 0.4477
S 0.59 -5.76 -3.73 -0.2503
C 0.33 -4.35 -2.95 0.1060
S 0.88 -2.82 -3.52 -0.0580
C 0.13 -1.80 -2.32 0.2042
C -0.60 -2.50 -1.34 0.2102
S -1.49 -1.80 -0.08 -0.3655
S -0.66 -4.22 -1.53 -0.0341
S 0.25 -0.14 -2.43 -0.1938
F -3.35 -0.81 2.03 -0.4561
B -2.49 -0.34 3.04 0.5373
F -2.90 0.91 3.48 -0.3705
F -2.36 -1.26 4.06 -0.3424
F -1.16 -0.17 2.42 -0.4238

---

(2)
33
Properties=species:S:1:pos:R:3:mulliken_charge:R:1 method="wB97M-V/def2-TZVPD" lumo_ev=-0.27 gap_ev=9.03 largest_force_ev_per_a=2.42 e_above_lowest_ev=0.000 energy_ha=-2343.87933 multiplicity=1 total_charge=0
O 2.31 -0.18 0.23 -0.6791
C 1.32 0.04 0.92 0.0296
N 1.35 0.19 2.31 -0.1233
C 2.46 0.35 3.18 0.6855
C 3.78 0.16 2.82 -0.3001
C 4.78 0.33 3.75 -0.3700
N 4.58 0.66 5.02 -0.5750
C 3.30 0.84 5.40 0.0431
Cl 2.99 1.21 7.06 -0.1811
C 2.24 0.73 4.49 -0.4666
C -0.02 0.10 0.27 0.3177
N -1.20 0.39 0.95 -0.3474
N -2.20 0.30 0.13 -0.9083
N -1.69 -0.01 -1.11 0.5643
C -0.34 -0.16 -1.04 0.9214
C 0.40 -0.60 -2.26 -0.6643
S -0.21 0.25 -3.76 -0.0886
C -1.96 -0.04 -3.55 0.4034
C -2.51 -0.17 -2.27 -0.0414
C -3.89 -0.35 -2.12 -0.5081
C -4.74 -0.50 -3.27 -0.6349
C -4.18 -0.48 -4.54 0.3707
F -4.94 -0.72 -5.65 -0.3011
C -2.79 -0.25 -4.70 0.1197
Cl -2.11 -0.16 -6.35 -0.1874
H 0.50 0.48 2.70 0.2568
H 4.09 -0.26 1.85 0.3434
H 5.78 0.01 3.52 0.3937
H 1.27 0.99 4.86 0.3958
H 1.51 -0.45 -2.23 0.3450
H 0.21 -1.69 -2.37 0.3207
H -4.30 -0.35 -1.12 0.4900
H -5.81 -0.66 -3.11 0.3758

---

(3)
41
Properties=species:S:1:pos:R:3:mulliken_charge:R:1 method="wB97M-V/def2-TZVPD" lumo_ev="-5.09 / -6.28" gap_ev="5.94 / 5.79" largest_force_ev_per_a=2.01 e_above_lowest_ev=0.980 energy_ha=-11692.05654 multiplicity=6 total_charge=+1
Pd -2.70 1.16 -2.34 0.8608
Br 1.78 -5.24 5.58 -0.1157
C 2.19 -3.62 4.72 0.1118
C 1.62 -3.35 3.48 -0.6897
C 1.87 -2.14 2.87 0.0916
C 2.72 -1.20 3.49 0.2394
C 3.34 -1.52 4.71 -0.4118
C 3.05 -2.71 5.33 -0.4306
N 3.04 0.00 2.90 -0.6560
N 2.53 0.54 1.94 -0.0239
C 1.29 0.71 1.47 -0.1009
C 0.15 0.69 2.31 -0.2388
C -1.10 0.89 1.81 -0.8939
C -1.32 1.09 0.42 0.5068
O -2.49 1.23 -0.04 -0.3150
C -0.16 1.11 -0.46 0.0429
N -0.37 1.28 -1.78 0.3331
C 0.65 1.35 -2.60 -0.4707
C 1.97 1.27 -2.16 -0.9025
C 2.22 1.07 -0.83 -0.4486
C 1.13 0.99 0.06 0.8882
H 1.00 -4.08 2.99 0.4285
H 1.43 -1.92 1.91 0.4825
H 4.02 -0.81 5.15 0.4727
H 3.49 -2.95 6.29 0.4296
H 0.29 0.53 3.37 0.4899
H -1.97 0.89 2.46 0.4843
H 0.42 1.49 -3.65 0.5114
H 2.78 1.34 -2.88 0.4489
H 3.23 0.99 -0.45 0.5041
Se -2.46 -1.53 -1.85 -0.1447
Te -4.54 -0.43 -1.31 0.2678
Te -4.84 2.49 -1.57 0.2533
Se -2.83 3.77 -2.00 -0.1063
F -1.70 1.04 -4.50 -0.5982
As -3.07 0.94 -5.74 1.9967
F -4.44 0.84 -6.73 -0.4470
F -3.86 2.20 -4.73 -0.4643
F -2.29 2.15 -6.63 -0.4592
F -3.84 -0.18 -4.55 -0.4757
F -2.26 -0.37 -6.45 -0.4505

---

(4)
33
Properties=species:S:1:pos:R:3:mulliken_charge:R:1 method="wB97M-V/def2-TZVPD" lumo_ev="-1.12 / -1.12" gap_ev="5.68 / 5.68" largest_force_ev_per_a=0.69 e_above_lowest_ev=0.000 energy_ha=-6797.54499 multiplicity=1 total_charge=0
Pd -0.33 -0.98 -1.27 -0.0737
Br 6.36 -0.72 -0.26 -0.1519
C 4.51 -0.92 -0.56 -0.0737
C 4.02 -0.93 -1.85 -0.6203
C 2.66 -1.08 -2.01 -0.2929
N 1.82 -1.22 -0.98 -0.1588
C 2.30 -1.21 0.26 0.5669
C 3.66 -1.06 0.51 -0.3137
C 1.30 -1.35 1.37 0.4709
C 1.66 -1.30 2.71 -0.2523
C 0.65 -1.32 3.66 -0.1743
Br 1.09 -1.24 5.49 -0.1602
C -0.67 -1.40 3.27 -0.4882
C -0.93 -1.49 1.91 -0.3935
N 0.03 -1.47 0.99 -0.1224
H 4.67 -0.82 -2.71 0.4373
H 2.21 -1.10 -2.99 0.4544
H 4.05 -1.04 1.52 0.4221
H 2.69 -1.22 3.02 0.4221
H -1.48 -1.41 3.99 0.4358
H -1.94 -1.58 1.53 0.4320
S -2.58 -0.94 -1.56 -0.2316
C -2.96 0.79 -1.47 0.4965
C -4.26 1.22 -1.24 -0.5779
C -4.57 2.57 -1.23 -0.5082
C -3.56 3.50 -1.43 -0.4945
C -2.26 3.08 -1.65 -0.6082
C -1.95 1.72 -1.67 0.4710
S -0.30 1.20 -1.99 -0.3499
H -5.03 0.47 -1.07 0.3698
H -5.59 2.89 -1.05 0.3490
H -3.79 4.56 -1.42 0.3447
H -1.46 3.80 -1.79 0.3736

---

(5)
35
Properties=species:S:1:pos:R:3:mulliken_charge:R:1 method="wB97M-V/def2-TZVPD" lumo_ev="-1.72 / -1.51" gap_ev="3.94 / 5.10" largest_force_ev_per_a=3.16 e_above_lowest_ev=0.000 energy_ha=-6371.32152 multiplicity=1 total_charge=0
Ga -0.50 -0.79 -1.08 0.2603
Br -5.28 1.31 3.92 -0.1903
C -4.25 0.70 2.48 -0.1265
C -4.91 0.30 1.35 -0.3634
C -4.26 -0.36 0.32 -0.5427
C -2.85 -0.49 0.39 0.3614
O -2.19 -1.24 -0.52 -0.5407
C -2.11 0.22 1.46 1.1079
C -0.73 0.43 1.49 0.0730
N 0.15 0.06 0.57 0.2746
C 1.56 0.06 0.71 0.9584
C 2.32 0.65 1.75 -0.9232
C 3.68 0.85 1.53 -0.5504
C 4.28 0.41 0.39 -0.7526
C 3.67 -0.40 -0.57 0.6995
C 4.21 -0.98 -1.74 -0.6672
C 3.40 -1.76 -2.60 -0.8969
C 2.06 -1.91 -2.34 -0.3411
N 1.47 -1.27 -1.28 0.0204
C 2.21 -0.54 -0.41 0.1704
C -2.84 0.84 2.52 -1.1066
H -5.94 0.51 1.27 0.4742
H -4.79 -0.81 -0.53 0.4456
H -0.43 1.07 2.48 -0.0592
H 1.87 0.84 2.75 0.2725
H 4.31 1.45 2.27 0.2702
H 5.35 0.72 0.28 0.2707
H 5.15 -0.61 -1.93 0.5071
H 3.76 -2.23 -3.51 0.3699
H 1.27 -2.46 -2.90 0.5907
H -2.28 1.30 3.33 0.4214
Te -0.45 -0.20 -3.84 -0.0647
Te -3.33 0.16 -3.85 -0.0935
Te -3.26 2.13 -2.01 -0.1971
Te -0.33 2.05 -2.14 -0.1321